# C7H12OSi

One molecule with the formula C7H12OSi in a non-equilibrium geometry (ωB97M-V with the def2-TZVPD basis set, the OMol25 dataset).

Last column: Löwdin charge in e.
CARTESIAN COORDINATES (ANGSTROEM)
1 C -2.19 1.54 0.48  -0.072
2 C 0.65 1.77 -1.77  -0.023
3 C -0.90 -1.70 -1.68  -0.068
4 C -1.19 1.16 1.22  -0.158
5 C 1.18 0.94 -0.84  -0.192
6 C -0.80 -1.44 -0.39  -0.193
7 C 1.91 -1.38 1.94  -0.180
8 O 1.01 -0.35 1.73  -0.292
9 Si 0.15 0.07 0.34  0.511
10 H -2.99 2.24 0.56  0.047
11 H -2.22 1.10 -0.47  0.011
12 H 1.11 2.28 -2.54  0.030
13 H -0.38 2.03 -1.63  0.034
14 H -1.49 -2.49 -2.18  0.057
15 H -0.33 -1.12 -2.41  0.040
16 H -0.77 1.60 2.09  0.043
17 H 2.31 0.81 -0.84  0.088
18 H -1.41 -1.98 0.30  0.050
19 H 1.35 -2.30 1.77  0.067
20 H 2.19 -1.26 3.04  0.101
21 H 2.81 -1.52 1.26  0.099

Calculated values
- molar mass (g/mol) = 140.26
- structure (SMILES) = C=C[Si](C=C)(C=C)OC
- total charge = 0
- frontier orbital gap (eV) = 10.60
- highest occupied orbital energy (eV) = -9.6

***

# C7H12P2

C7H12P2 as an isolated structure in a non-equilibrium geometry (ωB97M-V with the def2-TZVPD basis set, the OMol25 dataset).

Last column: Löwdin charge in e.
CARTESIAN COORDINATES (ANGSTROEM)
1 C -2.93 -0.32 0.26  -0.661
2 C -0.47 0.83 0.17  -0.506
3 C -0.27 -0.52 0.08  -0.517
4 C 0.43 2.86 -0.97  -0.104
5 C 1.09 -2.72 0.30  -0.158
6 C 0.55 1.85 0.22  -0.293
7 C 1.04 -1.24 -0.02  -0.277
8 P -2.28 1.29 0.27  0.934
9 P -1.70 -1.50 -0.06  0.849
10 H -3.96 -0.32 0.25  -0.054
11 H 0.76 2.38 -1.85  0.055
12 H 1.13 3.75 -0.72  0.104
13 H -0.53 3.19 -1.10  0.010
14 H 0.64 -2.96 1.23  0.063
15 H 1.97 -3.18 0.42  0.033
16 H 0.67 -3.22 -0.55  0.063
17 H 0.46 2.59 1.10  0.130
18 H 1.53 1.42 0.38  0.088
19 H 1.58 -1.16 -1.09  0.158
20 H 1.87 -0.74 0.56  0.109
21 H -1.58 -2.27 1.11  -0.024

Calculated values
- molar mass (g/mol) = 158.12
- total charge = 0
- frontier orbital gap (eV) = 8.40
- highest occupied orbital energy (eV) = -8.4

***

# C7H12P2

One molecule with the formula C7H12P2 in a non-equilibrium geometry (ωB97M-V with the def2-TZVPD basis set, the OMol25 dataset).

Last column: Löwdin charge in e.
CARTESIAN COORDINATES (ANGSTROEM)
1 C -2.10 -1.42 1.26  -0.185
2 C -0.81 -0.83 1.25  -0.138
3 C -2.57 -1.49 -0.02  -0.464
4 C -0.33 -0.42 0.03  -0.477
5 C 2.82 1.47 0.66  -0.123
6 C 0.95 0.24 -0.35  -0.242
7 C 1.37 1.49 0.37  -0.276
8 P -1.66 -0.63 -1.21  0.726
9 P -2.55 1.33 -0.68  0.602
10 H -2.59 -1.87 2.07  0.081
11 H -0.17 -0.57 2.05  0.089
12 H -3.59 -1.97 -0.15  0.091
13 H 3.44 1.03 -0.07  0.061
14 H 3.03 0.91 1.48  0.045
15 H 3.14 2.51 0.78  0.090
16 H 1.86 -0.37 -0.47  0.113
17 H 0.71 0.49 -1.41  0.092
18 H 1.10 2.28 -0.30  0.093
19 H 0.90 1.69 1.35  0.123
20 H -3.49 0.68 0.21  -0.123
21 H -3.67 1.27 -1.53  -0.178

Calculated values
- molar mass (g/mol) = 158.12
- structure (SMILES) = CCCC1=CC=CP1#[PH2]
- total charge = 0
- frontier orbital gap (eV) = 8.35
- highest occupied orbital energy (eV) = -8.2

***

# C7H12Se

One molecule with the formula C7H12Se in a non-equilibrium geometry (ωB97M-V with the def2-TZVPD basis set, the OMol25 dataset).

Last column: Löwdin charge in e.
CARTESIAN COORDINATES (ANGSTROEM)
1 C -2.14 0.40 0.45  -0.167
2 C -1.10 -0.07 -0.37  -0.101
3 C -3.25 1.22 -0.01  -0.484
4 C 0.10 -0.46 0.21  -0.056
5 C 1.99 0.87 -0.24  -0.041
6 C 2.30 -1.71 0.22  -0.047
7 C 1.42 -0.58 -0.45  -0.358
8 Se -5.05 -0.20 -0.06  0.178
9 H -1.91 0.44 1.55  0.129
10 H -1.07 -0.06 -1.52  0.156
11 H -3.61 1.99 0.76  0.070
12 H -3.21 1.60 -1.06  0.059
13 H 0.03 -0.44 1.28  0.115
14 H 3.07 0.80 -0.07  0.089
15 H 1.58 1.32 0.59  0.049
16 H 1.71 1.55 -0.97  0.065
17 H 2.56 -2.56 -0.46  0.093
18 H 1.89 -2.01 1.14  0.051
19 H 3.23 -1.24 0.53  0.061
20 H 1.46 -0.84 -1.52  0.140

Calculated values
- molar mass (g/mol) = 175.13
- total charge = 0
- frontier orbital gap (alpha / beta) (eV) = 5.66 / 5.62
- highest occupied orbital energy (alpha / beta) (eV) = -7.4 / -7.3

***

# C7H12Si

One molecule with the formula C7H12Si in a non-equilibrium geometry (ωB97M-V with the def2-TZVPD basis set, the OMol25 dataset).

Last column: Löwdin charge in e.
CARTESIAN COORDINATES (ANGSTROEM)
1 C -1.56 -0.34 -0.19  -0.050
2 C -2.14 0.87 0.13  -0.186
3 C -0.14 -0.26 -0.51  -0.325
4 C 0.75 0.61 -0.24  -0.164
5 C -1.60 2.12 0.34  0.071
6 C 0.42 -2.53 0.45  -0.095
7 C 0.49 -1.73 -0.87  -0.159
8 Si 2.08 1.81 0.03  0.580
9 H -2.12 -1.25 -0.55  0.134
10 H -3.14 0.83 0.37  0.071
11 H -2.03 2.89 0.96  0.070
12 H -0.69 2.28 -0.08  -0.030
13 H 1.03 -3.41 0.47  0.070
14 H -0.54 -2.85 0.77  0.063
15 H 0.67 -1.89 1.22  0.042
16 H -0.06 -2.23 -1.61  0.075
17 H 1.49 -1.64 -1.24  0.089
18 H 1.70 3.01 -0.82  -0.057
19 H 3.32 1.28 -0.08  -0.131
20 H 2.08 2.42 1.44  -0.069

Calculated values
- molar mass (g/mol) = 124.26
- total charge = 0
- frontier orbital gap (alpha / beta) (eV) = 7.73 / 6.59
- highest occupied orbital energy (alpha / beta) (eV) = -7.7 / -7.5

***

# C7H13Ag3FNO6

C7H13Ag3FNO6 as an isolated structure in a non-equilibrium geometry (ωB97M-V with the def2-TZVPD basis set, the OMol25 dataset).

Last column: Löwdin charge in e.
CARTESIAN COORDINATES (ANGSTROEM)
1 Ag 2.83 -0.29 -1.88  1.016
2 Ag -0.09 -1.44 -0.80  1.399
3 Ag -0.13 1.03 -2.31  1.355
4 F 1.03 -0.05 -1.29  -0.698
5 C -3.08 0.84 -2.11  -0.019
6 C -2.29 -0.17 -1.21  -0.452
7 C -2.92 -1.62 -1.35  -0.012
8 O -0.92 -0.07 -1.41  -0.629
9 H -3.32 0.39 -3.07  0.104
10 H -2.70 1.86 -2.21  0.077
11 H -4.07 1.05 -1.70  0.120
12 H -2.51 0.07 -0.17  0.149
13 H -2.98 -2.02 -2.37  0.105
14 H -3.92 -1.73 -0.94  0.123
15 H -2.42 -2.33 -0.69  0.063
16 N 2.18 -2.05 0.40  -0.478
17 O 2.75 -2.19 1.47  0.184
18 O 0.99 -2.11 0.34  -0.131
19 O 2.72 -1.47 -0.57  -0.184
20 O -0.12 2.52 3.21  0.486
21 C 0.62 1.80 2.55  -0.253
22 O 0.57 0.48 2.77  0.145
23 C 1.75 -0.18 2.30  -0.074
24 C 2.06 0.71 1.11  -0.171
25 C 1.58 2.05 1.42  -0.015
26 H 1.54 -1.23 2.06  0.098
27 H 2.61 -0.23 2.97  0.174
28 H 1.64 0.32 0.18  0.039
29 H 3.14 0.79 1.03  0.158
30 H 1.12 2.46 0.52  0.146
31 H 2.33 2.77 1.75  0.175

Calculated values
- molar mass (g/mol) = 549.78
- ⟨S²⟩ = 3.7630
- 2S+1 = 4
- total charge = +3
- frontier orbital gap (alpha / beta) (eV) = 8.55 / 5.82
- highest occupied orbital energy (alpha / beta) (eV) = -20.9 / -20.7

***

# C7H13B3BrN2O7PS2Tl

C7H13B3BrN2O7PS2Tl as an isolated structure in a non-equilibrium geometry (ωB97M-V with the def2-TZVPD basis set, the OMol25 dataset).

Last column: Löwdin charge in e.
CARTESIAN COORDINATES (ANGSTROEM)
1 C 4.36 0.66 0.02  -0.306
2 S 3.39 0.26 -1.54  0.781
3 O 2.89 1.59 -2.06  -0.311
4 O 4.38 -0.26 -2.52  -0.262
5 B 1.96 -0.94 -1.20  -0.436
6 O 0.95 -1.25 -2.16  0.269
7 B -0.25 -1.37 -1.35  -0.389
8 C -1.32 -0.16 -1.39  -0.054
9 C -2.84 -0.63 -1.54  -0.189
10 C -3.65 -0.73 -0.17  -0.192
11 C -3.48 0.52 0.82  -0.385
12 S -3.45 2.15 -0.05  1.212
13 C -1.91 2.94 0.54  -0.462
14 N -1.55 2.99 1.91  0.094
15 N -0.37 3.60 1.99  0.096
16 C 0.00 3.93 0.64  0.050
17 O -0.95 3.54 -0.30  0.070
18 O -0.32 -2.55 -0.54  0.220
19 B 0.90 -2.55 0.21  -0.554
20 P 1.29 -3.99 1.49  0.793
21 O 0.95 -3.33 3.02  -0.276
22 Br -0.21 -5.58 1.02  0.602
23 O 1.90 -1.52 0.11  0.150
24 H 3.99 1.63 0.53  -0.057
25 H 5.46 0.84 -0.22  0.123
26 H 4.24 -0.19 0.79  -0.035
27 H -1.06 0.46 -2.32  0.151
28 H -1.11 0.53 -0.51  0.091
29 H -3.41 -0.01 -2.30  0.130
30 H -2.81 -1.68 -1.97  0.136
31 H -4.75 -0.78 -0.45  0.139
32 H -3.35 -1.69 0.34  0.135
33 H -2.53 0.34 1.42  0.101
34 H -4.35 0.49 1.55  0.123
35 H 0.97 4.43 0.37  0.182
36 H 1.69 -2.77 3.34  0.084
37 Tl 4.33 1.10 2.47  1.178

Calculated values
- molar mass (g/mol) = 649.02
- total charge = +3
- frontier orbital gap (eV) = 1.88
- highest occupied orbital energy (eV) = -17.1

***

# C7H13BrS

One molecule with the formula C7H13BrS in a non-equilibrium geometry (ωB97M-V with the def2-TZVPD basis set, the OMol25 dataset).

Last column: Löwdin charge in e.
CARTESIAN COORDINATES (ANGSTROEM)
1 C 1.03 -0.18 0.09  -0.224
2 C 0.93 0.31 -1.41  -0.356
3 C -0.32 -0.86 0.47  -0.632
4 C 0.14 1.38 -1.76  -0.765
5 C -0.71 1.34 -3.00  -0.120
6 C -0.23 -0.61 3.07  -0.144
7 C -0.32 -1.58 1.82  -0.283
8 S -1.57 0.54 0.64  0.636
9 Br 0.83 2.98 -0.98  0.728
10 H 1.72 -0.85 0.33  0.054
11 H 1.30 0.67 0.78  0.106
12 H 2.03 0.40 -1.78  0.158
13 H 0.42 -0.54 -1.93  0.117
14 H -0.70 -1.43 -0.37  0.077
15 H -1.73 1.08 -2.69  0.073
16 H -0.49 0.44 -3.65  0.102
17 H -0.82 2.38 -3.49  0.101
18 H 0.20 0.39 2.81  0.055
19 H 0.25 -1.09 3.94  0.069
20 H -1.29 -0.33 3.35  0.066
21 H -1.19 -2.18 1.90  0.083
22 H 0.53 -2.25 1.87  0.098

Calculated values
- molar mass (g/mol) = 209.15
- total charge = 0
- frontier orbital gap (alpha / beta) (eV) = 8.34 / 6.42
- highest occupied orbital energy (alpha / beta) (eV) = -8.6 / -7.8

***

# C7H13BrSi

A 2-piece molecular cluster, C7H13BrSi overall in a non-equilibrium geometry (ωB97M-V with the def2-TZVPD basis set, the OMol25 dataset).

Last column: Löwdin charge in e.
CARTESIAN COORDINATES (ANGSTROEM)
1 C -1.83 -0.08 -2.73  -0.037
2 C 1.66 -1.34 -2.47  -0.068
3 C -1.57 0.95 -1.93  -0.311
4 C 1.46 -0.11 -1.94  -0.301
5 C -0.20 -0.35 3.69  -0.122
6 C -0.36 0.45 2.42  -0.370
7 C 0.41 -0.23 1.30  -0.126
8 Si 0.10 0.93 -1.09  0.399
9 Br 0.34 3.19 -0.90  0.290
10 H -2.53 -0.06 -3.43  0.011
11 H -1.28 -0.98 -2.61  0.039
12 H 2.69 -1.51 -2.69  0.035
13 H 0.91 -2.00 -2.98  0.063
14 H -1.98 1.91 -2.10  0.017
15 H 2.40 0.44 -1.98  0.040
16 H 0.65 -0.99 3.48  0.061
17 H 0.03 0.28 4.59  0.089
18 H -1.06 -0.94 3.84  0.054
19 H -1.35 0.63 2.22  0.069
20 H 0.16 1.38 2.64  0.097
21 H -0.04 -1.27 1.20  0.072
22 H 1.41 -0.30 1.47  -0.001

Calculated values
- molar mass (g/mol) = 205.17
- total charge = 0
- frontier orbital gap (eV) = 8.57
- highest occupied orbital energy (eV) = -8.3

***

# C7H13Cl2N2

An isolated ion of composition C7H13Cl2N2 and charge +1 in a non-equilibrium geometry (ωB97M-V with the def2-TZVPD basis set, the OMol25 dataset).

Last column: Löwdin charge in e.
CARTESIAN COORDINATES (ANGSTROEM)
1 C 1.93 1.06 2.28  -0.775
2 C -0.98 1.24 -0.23  -0.033
3 C 0.43 -0.48 1.01  -0.124
4 C 0.28 0.20 3.72  -0.475
5 C -0.23 -0.07 -0.34  -0.558
6 C -1.19 -1.26 -0.51  -0.038
7 C 0.78 0.08 -1.50  -0.036
8 N 1.72 0.18 1.40  0.064
9 N 1.12 1.14 3.40  -0.048
10 Cl 3.34 1.94 2.14  0.875
11 Cl -0.57 0.47 5.17  0.743
12 H -1.39 1.38 -1.19  0.087
13 H -0.35 2.09 0.03  0.090
14 H -0.38 -0.50 1.77  0.118
15 H 0.82 -1.43 0.99  0.108
16 H -1.68 1.12 0.56  0.082
17 H -1.88 -1.42 0.28  0.079
18 H -0.55 -2.19 -0.49  0.119
19 H -1.75 -1.50 -1.33  0.065
20 H 1.20 1.08 -1.60  0.090
21 H 0.16 -0.18 -2.39  0.115
22 H 1.60 -0.59 -1.55  0.070
23 H 2.28 0.04 0.52  0.175
24 H 1.16 2.08 3.96  0.208

Calculated values
- molar mass (g/mol) = 196.10
- ⟨S²⟩ = 2.0164
- 2S+1 = 3
- total charge = +1
- frontier orbital gap (alpha / beta) (eV) = 8.09 / 8.65
- highest occupied orbital energy (alpha / beta) (eV) = -11.6 / -14.9

***

# C7H13ClOSi

A 2-piece molecular cluster, C7H13ClOSi overall in a non-equilibrium geometry (ωB97M-V with the def2-TZVPD basis set, the OMol25 dataset).

Last column: Löwdin charge in e.
CARTESIAN COORDINATES (ANGSTROEM)
1 C -2.30 -1.15 0.19  -0.134
2 C -0.94 -1.12 -0.25  -0.192
3 C -2.90 0.01 0.41  -0.120
4 C -0.12 -2.09 -0.62  0.025
5 C -4.31 0.02 1.00  -0.095
6 C 2.17 1.55 -1.27  -0.076
7 C 2.92 2.04 -0.11  -0.215
8 O 3.64 1.31 0.66  -0.317
9 Si 3.95 -0.20 1.10  0.204
10 Cl 3.44 -1.51 -0.38  0.254
11 H -2.78 -2.06 0.19  0.089
12 H -0.66 -0.14 -0.49  0.071
13 H -2.31 0.85 0.33  0.078
14 H -0.13 -3.12 -0.37  0.057
15 H -4.95 -0.90 0.90  0.089
16 H -4.84 0.81 0.54  0.040
17 H -4.35 0.28 2.07  0.075
18 H 2.18 0.48 -1.29  0.003
19 H 1.11 1.96 -1.25  0.109
20 H 2.56 1.93 -2.20  0.081
21 H 0.73 -1.72 -1.06  -0.030
22 H 2.62 2.95 0.41  0.124
23 H 5.28 -0.16 1.49  -0.120

Calculated values
- molar mass (g/mol) = 176.72
- total charge = 0
- frontier orbital gap (eV) = 6.00
- highest occupied orbital energy (eV) = -6.5